# 1
A cluster of 2 separate species, C20H31F2N2O6S in total in a non-equilibrium geometry, computed with ωB97M-V/def2-TZVPD.

```
62
Properties=species:S:1:pos:R:3:forces:R:3
C 4.7471 1.4097 -3.2032 0.96 0.41 -0.54
C 4.4966 2.8423 -3.9990 -0.43 0.26 0.16
C 3.2921 2.7065 -5.1063 0.25 -0.11 -0.19
C 2.3835 4.0710 -5.2952 0.45 -0.95 -1.62
O 1.8998 4.6016 -3.9957 -2.40 -3.10 0.30
C 0.9303 3.6447 -3.4288 1.36 -2.19 2.19
C 1.3019 2.6502 -2.3436 -2.76 2.58 -3.69
C 0.0331 1.6834 -1.8429 1.27 0.48 4.76
O -0.0831 1.4961 -0.5276 0.12 0.24 -7.89
C -0.9539 1.1232 -3.0194 -0.78 4.03 -2.97
N -1.5455 -0.2587 -3.1467 4.29 -0.94 0.69
C -0.8525 -1.0711 -4.2610 -3.36 -6.67 -2.78
O -1.4985 -2.2258 -4.5856 5.50 8.70 2.19
F 0.3863 -0.6177 -4.9429 -4.44 -1.12 2.71
C -1.3615 -1.1080 -1.9106 -3.78 -2.11 5.81
O -2.2856 -1.3459 -0.9769 6.79 1.96 -6.95
F -0.0209 -1.7669 -1.7028 -3.97 2.26 -1.15
C -1.3156 2.1127 -4.1126 0.70 -1.55 3.76
S -2.4666 1.7541 -5.5456 0.50 0.21 1.15
C -0.6317 3.6368 -4.0275 -1.70 4.12 -1.51
O -1.2574 4.7453 -4.4304 4.05 -7.52 2.54
H 4.5736 1.5109 -2.0439 0.18 -0.27 -2.36
H 4.0998 0.5506 -3.6751 1.24 1.67 1.08
H 5.8837 1.1461 -3.3556 -2.31 0.26 0.43
H 5.4675 3.2149 -4.5719 -2.03 -0.85 1.45
H 4.1995 3.6559 -3.1883 0.66 -1.57 -1.86
H 3.7730 2.4654 -6.1639 -1.11 0.49 2.17
H 2.6298 1.7614 -4.8064 1.18 2.23 -0.73
H 1.4932 3.7931 -6.0398 1.62 0.69 1.79
H 2.9788 4.9380 -5.8463 -1.17 -1.81 1.62
H 2.3765 2.6136 -1.8809 -2.51 0.00 -0.77
H -3.7959 1.7249 -5.0817 1.60 0.11 0.35
C -2.6628 -0.3583 5.3003 -0.09 0.06 -0.17
C -2.6247 -1.5994 4.4127 0.19 0.12 -0.04
N -1.7554 -1.4415 3.1425 -0.25 0.47 -0.44
C -2.3155 -0.2557 2.3212 0.41 -0.48 0.28
C -1.9370 -2.6722 2.2228 0.11 0.09 0.25
C -1.4233 -3.9936 2.7661 0.24 -0.26 -0.07
C -0.2628 -1.1001 3.4321 -0.50 -0.36 0.42
C 0.4954 -2.0195 4.4066 -0.16 0.07 0.21
O -0.0741 -1.9948 5.7086 0.12 0.05 -0.37
C 0.2560 -3.1518 6.4762 -0.15 0.08 0.06
H -3.1848 0.4701 4.8162 -0.01 -0.10 0.04
H -3.2195 -0.5896 6.2164 0.16 -0.07 -0.23
H -1.6739 -0.0147 5.5937 0.03 -0.14 0.07
H -3.6385 -1.8308 4.0747 0.18 0.03 -0.28
H -2.2657 -2.4652 4.9692 0.15 0.24 -0.19
H -3.3857 -0.4246 2.1504 0.35 -0.01 0.08
H -1.7807 -0.2118 1.3636 -0.16 -0.08 0.30
H -2.1543 0.6757 2.8696 -0.05 -0.29 -0.07
H -1.4338 -2.4492 1.2741 -0.20 0.18 0.26
H -3.0120 -2.7561 2.0253 0.21 0.31 0.11
H -0.3537 -4.1097 2.5755 -0.15 0.00 0.15
H -1.9092 -4.8165 2.2298 -0.03 0.25 0.06
H -1.6240 -4.1427 3.8283 0.01 0.02 -0.09
H -0.2547 -0.0808 3.8333 -0.12 -0.23 -0.13
H 0.2442 -1.0897 2.4604 -0.17 -0.05 0.16
H 1.5244 -1.6491 4.4961 -0.04 0.14 -0.36
H 0.5660 -3.0413 4.0342 -0.11 0.04 -0.02
H 1.2266 -3.5715 6.1939 -0.07 0.09 0.03
H -0.5265 -3.9018 6.3330 0.11 -0.18 0.03
H 0.2826 -2.8718 7.5312 -0.01 0.04 -0.18
```
Positions in Å, forces in eV/Å.

For the HOMO energy, the calculation gives -12.13 eV. As for the total charge: +1. The LUMO energy comes out at -4.48 eV. As for the molar mass: 465.539 g mol⁻¹.


# 2
A structure of composition C33H38ClFN7O5PS in a non-equilibrium geometry, computed with ωB97M-V/def2-TZVPD.

```
87
Properties=species:S:1:pos:R:3:forces:R:3
C -1.1549 1.7385 -0.9132 0.18 -0.41 0.09
C -0.1527 0.9014 -0.1048 -0.33 0.21 0.04
C 0.0487 1.4014 1.3279 0.09 -0.58 -0.85
Cl 1.5694 0.7276 1.9850 -0.02 -0.04 0.16
N -0.0211 2.8755 1.4418 1.42 -0.40 0.44
P -0.6881 3.3905 2.9378 -1.25 -0.13 0.61
O -1.0475 2.2907 3.8209 -0.04 -0.17 -0.20
O 0.3029 4.4472 3.5824 0.06 -0.11 -0.45
O -1.9725 4.2292 2.5063 0.52 0.03 -0.23
S 1.2822 3.8055 0.9806 -0.17 1.97 0.52
O 0.7168 5.0820 0.6902 -0.07 -0.31 -0.20
O 2.3784 3.7463 1.8743 -0.08 -0.70 -0.43
F 1.7644 3.2157 -0.3685 -0.51 -0.51 0.24
H -1.7790 1.0643 -1.4926 0.03 -0.02 -0.20
H -1.8241 2.3009 -0.2673 -0.03 0.18 0.01
H -0.6320 2.4057 -1.5930 -0.14 0.25 -0.02
H 0.7951 0.7861 -0.6134 0.10 0.08 -0.10
H -0.5677 -0.0991 -0.0289 0.11 -0.18 0.15
H -0.7397 0.9743 1.9314 -0.11 0.41 0.34
H -0.1471 4.7912 4.3640 0.14 0.25 0.23
H -1.7124 4.8603 1.8178 -0.26 0.18 -0.07
N -2.0486 -1.8779 -1.0313 -0.05 -0.10 0.00
C -1.4067 -2.8508 -0.3877 0.05 0.07 0.07
C -1.8139 -4.1770 -0.3964 -0.09 0.02 0.15
C -2.9584 -4.5118 -1.0999 -0.01 -0.04 0.01
C -3.6404 -3.5120 -1.7728 0.00 -0.01 -0.03
C -3.1438 -2.2194 -1.7098 0.00 0.10 -0.02
H -0.5151 -2.5496 0.1541 0.00 -0.05 0.01
H -1.2453 -4.9260 0.1383 0.00 0.02 0.03
H -3.3106 -5.5348 -1.1288 -0.01 0.00 0.01
H -4.5373 -3.7284 -2.3370 -0.01 0.01 0.01
H -3.6451 -1.4097 -2.2293 -0.03 -0.03 -0.02
N 1.0084 -0.2531 6.7773 0.05 0.06 0.04
C 0.7383 0.9188 6.2020 -0.07 -0.13 -0.03
C 1.5716 2.0245 6.2939 0.01 -0.02 0.03
C 2.7427 1.9139 7.0244 0.02 0.05 0.00
C 3.0342 0.7033 7.6320 0.00 0.00 -0.01
C 2.1380 -0.3431 7.4762 -0.03 -0.06 -0.01
H -0.1821 0.9686 5.6346 0.02 0.07 -0.03
H 1.3069 2.9480 5.7980 -0.01 -0.01 -0.04
H 3.4182 2.7552 7.1176 0.01 0.00 0.00
H 3.9370 0.5707 8.2125 0.00 -0.02 0.00
H 2.3318 -1.3082 7.9325 0.04 0.02 0.02
N 2.1071 -0.1117 -2.3675 0.01 -0.03 -0.02
C 2.7179 -1.1296 -2.9668 -0.10 -0.13 0.10
C 3.8004 -0.9836 -3.8189 0.01 0.09 -0.01
C 4.2707 0.2968 -4.0642 0.02 0.01 0.00
C 3.6440 1.3689 -3.4484 0.02 -0.03 0.01
C 2.5703 1.1105 -2.6092 0.11 -0.15 -0.19
H 2.3086 -2.1093 -2.7449 0.07 -0.04 -0.07
H 4.2578 -1.8486 -4.2784 -0.01 -0.01 0.00
H 5.1129 0.4570 -4.7249 0.00 0.00 0.00
H 3.9805 2.3836 -3.6112 -0.01 0.01 0.00
H 2.0516 1.9124 -2.1106 -0.03 0.16 -0.03
N 6.0840 5.9441 4.9989 -0.02 -0.02 -0.03
C 4.9792 5.5229 4.3862 0.00 0.02 0.07
C 4.9444 5.0643 3.0773 -0.05 0.02 -0.01
C 6.1311 5.0468 2.3627 0.02 0.00 -0.02
C 7.2919 5.4829 2.9818 -0.03 -0.01 -0.01
C 7.2138 5.9183 4.2960 0.03 0.03 0.06
H 4.0725 5.5556 4.9814 -0.03 -0.02 -0.04
H 4.0133 4.7302 2.6362 0.25 0.10 0.13
H 6.1507 4.6970 1.3380 0.00 0.00 0.00
H 8.2392 5.4859 2.4599 0.01 0.00 0.02
H 8.0997 6.2649 4.8175 0.02 0.00 -0.04
N -0.1706 -2.5650 -5.3007 0.01 -0.10 0.01
C 0.0666 -3.6130 -6.0869 0.00 0.05 -0.04
C 0.1712 -4.9173 -5.6242 0.00 0.02 0.02
C 0.0249 -5.1483 -4.2654 0.01 -0.03 0.01
C -0.2191 -4.0688 -3.4331 0.03 0.05 0.08
C -0.3093 -2.8058 -3.9979 -0.02 0.19 -0.04
H 0.1775 -3.3916 -7.1431 0.00 -0.05 -0.01
H 0.3625 -5.7286 -6.3133 0.00 0.01 -0.02
H 0.0998 -6.1513 -3.8640 0.00 0.00 0.00
H -0.3466 -4.1774 -2.3626 0.08 -0.09 -0.23
H -0.5031 -1.9397 -3.3740 0.02 -0.01 0.04
N -7.8678 -4.2750 -2.0012 0.01 -0.01 -0.05
C -8.5796 -5.2467 -2.5673 0.02 -0.03 0.06
C -9.1551 -5.1455 -3.8251 0.00 0.02 0.00
C -8.9841 -3.9683 -4.5347 -0.01 0.00 -0.03
C -8.2471 -2.9460 -3.9598 -0.01 -0.02 0.00
C -7.7131 -3.1507 -2.6966 0.07 0.03 0.08
H -8.6920 -6.1505 -1.9785 -0.02 -0.02 -0.03
H -9.7221 -5.9696 -4.2355 0.00 -0.01 0.01
H -9.4176 -3.8495 -5.5193 0.00 0.00 0.00
H -8.0882 -2.0099 -4.4771 0.01 0.01 0.01
H -7.1280 -2.3772 -2.2099 -0.02 0.04 -0.04
```
Positions in Å, forces in eV/Å.

For the HOMO energy, the calculation gives -9.28 eV. The LUMO energy comes out at 0.31 eV. As for the molar mass: 730.203 g mol⁻¹.


# 3
A structure of composition C56H52BrClLaN9O2S3 in a non-equilibrium geometry, computed with ωB97M-V/def2-TZVPD.

```
125
Properties=species:S:1:pos:R:3:forces:R:3
La -1.2993 -1.3583 0.3807 -1.96 -1.17 -0.20
C -7.8357 2.2530 3.2172 0.19 -0.02 0.04
C -6.7474 1.3099 2.7733 -0.18 0.03 0.03
C -7.0321 0.0158 2.3279 0.12 0.07 0.01
C -6.0447 -0.8292 1.8837 0.04 0.09 0.06
C -4.6782 -0.4375 1.7985 0.14 -0.16 -0.21
N -3.7254 -1.1991 1.2193 -0.52 0.32 0.15
C -4.1379 -2.3022 0.4627 -0.25 -0.32 0.45
C -4.9938 -2.1777 -0.6386 0.16 -0.21 -0.07
C -5.3052 -3.2563 -1.4392 -0.07 0.12 0.07
C -4.7797 -4.5189 -1.1791 0.01 -0.08 0.09
C -5.0798 -5.6994 -2.0609 0.08 0.05 0.05
C -3.9528 -4.6716 -0.0791 0.08 0.01 -0.05
C -3.6506 -3.5972 0.7488 -0.25 0.61 -0.45
N -2.8890 -3.8199 1.9206 -0.25 -0.31 0.31
C -2.9632 -4.9046 2.7194 0.11 -0.05 0.14
C -2.1037 -4.6938 3.7717 -0.05 -0.06 -0.05
C -1.5465 -3.4340 3.5203 -0.14 0.02 0.01
N -2.0263 -2.9160 2.3997 0.18 -0.22 0.40
C -4.4012 0.8406 2.3607 -0.59 -0.34 0.01
C -5.4175 1.6741 2.8210 0.16 -0.01 0.02
N -3.0476 1.2985 2.4633 -0.07 0.73 -0.61
C -2.7487 2.5040 2.1047 0.27 -0.19 -0.15
C -1.4447 3.2300 2.0508 0.08 -0.17 0.39
C -0.9864 0.3681 2.6245 -0.17 0.69 0.66
N -2.1913 0.4572 3.1218 0.63 -0.49 0.94
H -8.8186 1.8224 3.0327 -0.02 0.01 0.02
H -7.7718 3.1976 2.6740 -0.08 0.03 0.02
H -7.7547 2.4769 4.2831 -0.07 0.03 0.01
H -8.0588 -0.3325 2.3423 -0.01 -0.02 -0.01
H -6.3035 -1.8301 1.5699 -0.02 0.01 -0.05
H -5.3955 -1.1991 -0.8689 0.01 0.01 0.00
H -5.9518 -3.1092 -2.2957 0.00 -0.03 -0.03
H -5.7551 -5.4228 -2.8684 -0.01 -0.03 -0.02
H -5.5374 -6.5042 -1.4835 -0.03 -0.03 -0.05
H -4.1582 -6.0858 -2.4984 -0.03 -0.03 -0.06
H -3.5114 -5.6386 0.1306 0.03 0.00 0.01
H -3.6239 -5.7234 2.4978 -0.04 0.02 -0.04
H -1.9080 -5.3562 4.5956 -0.03 0.01 0.03
H -0.8389 -2.8824 4.1140 0.07 0.03 -0.08
H -5.1431 2.6323 3.2511 0.01 0.02 0.01
H -3.5670 3.0588 1.6675 -0.09 -0.12 -0.03
H -1.6904 4.2899 2.1696 -0.02 -0.02 -0.07
H -0.2442 -0.0218 3.3244 -0.09 -0.19 -0.05
N 0.7558 -0.6344 -0.4763 1.55 -0.12 -1.29
S 1.8754 -0.7773 -1.4294 0.32 0.29 0.25
N 2.5648 0.5572 -2.0064 -0.09 0.08 -0.14
S 3.3877 1.5085 -1.0055 0.36 -0.31 0.57
N 3.0433 1.6427 0.4223 1.01 0.35 -0.51
S 0.9573 1.1318 1.0760 -1.24 1.22 1.13
N -0.6918 0.7245 1.3863 0.76 0.88 0.01
C 0.9312 2.2967 2.5064 0.10 -0.09 0.09
C 2.0544 2.2434 3.3177 0.02 -0.07 -0.25
C 2.0542 2.8267 4.5758 -0.07 0.05 0.02
C 0.9116 3.4709 5.0206 0.08 0.03 0.01
C -0.2037 3.5487 4.1989 -0.04 -0.03 -0.06
C -0.2315 2.9623 2.9386 -0.01 0.15 -0.04
C 0.5103 2.3676 -0.1877 0.09 0.14 -0.41
C -0.2958 2.0291 -1.2624 0.10 -0.14 0.26
C -0.6760 3.0018 -2.1764 0.01 0.03 0.00
C -0.2545 4.3106 -2.0195 -0.07 0.03 -0.05
C 0.5629 4.6469 -0.9493 0.02 0.03 0.03
C 0.9543 3.6799 -0.0411 0.08 -0.11 0.06
C 5.0898 0.9406 -1.2548 -0.19 -0.14 -0.10
C 5.8675 0.6547 -0.1503 -0.17 0.14 0.09
C 7.1135 0.0720 -0.3301 0.08 -0.01 -0.08
C 7.5610 -0.2199 -1.6102 0.05 0.03 0.07
C 6.7795 0.0917 -2.7158 -0.02 0.05 -0.06
C 5.5342 0.6714 -2.5409 0.05 0.02 -0.01
C 3.4439 3.0241 -1.9886 -0.26 -0.30 -0.16
C 4.1240 4.1015 -1.4433 0.07 -0.07 0.17
C 4.1590 5.3021 -2.1311 -0.04 0.00 0.00
C 3.5111 5.4166 -3.3556 0.00 0.03 -0.04
C 2.8457 4.3291 -3.9001 -0.01 0.06 0.03
C 2.8080 3.1237 -3.2131 -0.03 -0.03 -0.03
C 3.2613 -1.7155 -0.7428 -0.23 -0.11 -0.11
C 3.4492 -1.6349 0.6265 -0.18 0.11 0.00
C 4.5162 -2.3017 1.2065 0.06 -0.02 -0.04
C 5.3837 -3.0408 0.4151 -0.02 -0.03 0.04
C 5.1923 -3.1073 -0.9577 0.03 0.03 -0.02
C 4.1307 -2.4367 -1.5456 0.02 0.01 -0.07
C 1.5464 -1.6443 -2.9641 0.27 0.18 -0.01
C 1.6481 -0.9862 -4.1786 -0.02 0.13 0.04
C 1.4099 -1.6879 -5.3497 -0.05 -0.02 0.00
C 1.0916 -3.0368 -5.2942 -0.03 -0.01 -0.01
C 0.9980 -3.6851 -4.0706 0.02 0.01 -0.04
C 1.2225 -2.9895 -2.8950 -0.03 0.01 0.14
H 2.9256 1.7379 2.9203 0.07 -0.02 0.08
H 2.9369 2.7706 5.1986 0.00 0.01 0.01
H 0.8873 3.9372 5.9967 0.01 -0.03 0.02
H -1.0817 4.0820 4.5456 -0.01 0.01 -0.01
H -1.1366 3.0981 1.0115 -0.24 0.10 -0.06
H -0.6181 1.0086 -1.3784 -0.06 0.01 -0.18
H -1.3113 2.7255 -3.0079 -0.01 -0.03 0.00
H -0.5584 5.0695 -2.7290 0.01 0.01 -0.01
H 0.9081 5.6654 -0.8290 0.03 0.01 0.03
H 1.5990 3.9360 0.7879 0.06 0.03 -0.04
H 5.4655 0.8804 0.8297 0.01 -0.04 0.03
H 7.7324 -0.1603 0.5266 -0.02 -0.03 0.02
H 8.5231 -0.6960 -1.7490 0.02 0.03 0.00
H 7.1414 -0.1244 -3.7126 -0.02 -0.02 -0.01
H 4.8953 0.8980 -3.3850 0.03 -0.04 -0.05
H 4.6075 3.9891 -0.4798 -0.01 0.04 0.02
H 4.6810 6.1524 -1.7127 0.01 0.00 0.02
H 3.5246 6.3611 -3.8843 0.02 0.00 -0.02
H 2.3451 4.4216 -4.8552 -0.01 -0.01 0.00
H 2.2779 2.2658 -3.6013 -0.02 0.04 -0.02
H 2.7507 -1.0503 1.2083 0.04 -0.05 0.04
H 4.6778 -2.2452 2.2757 -0.02 0.02 0.01
H 6.2117 -3.5694 0.8698 0.01 0.00 0.00
H 5.8705 -3.6842 -1.5726 0.00 0.01 -0.02
H 3.9740 -2.4833 -2.6154 0.03 -0.01 0.00
H 1.9159 0.0601 -4.1900 0.00 -0.02 -0.06
H 1.4737 -1.1822 -6.3040 0.01 0.01 0.00
H 0.9091 -3.5856 -6.2090 0.00 0.00 -0.01
H 0.7460 -4.7359 -4.0310 -0.03 -0.01 0.03
H 1.1320 -3.4789 -1.9338 -0.02 -0.03 -0.01
O 0.8499 -2.0539 2.2060 -0.03 0.03 0.09
H 0.7604 -2.8460 1.6228 0.10 0.04 0.12
H 1.4853 -2.2912 2.8852 -0.01 -0.02 0.06
O -3.0775 0.8954 -0.7496 0.10 0.48 0.03
H -4.0087 0.8626 -0.5045 0.02 -0.20 0.02
H -3.0171 0.5255 -1.6448 -0.06 -0.21 0.04
Cl -0.2332 -3.8272 0.1014 0.51 -1.19 -0.17
Br -2.0019 -1.6146 -2.3431 -0.23 0.01 -1.15
```
Positions in Å, forces in eV/Å.

For the HOMO energy, the calculation gives -6.44 eV. The value obtained for the energy above the lowest of the compared OMol25 structures with the same formula, charge and spin is 1.316 eV. The LUMO energy comes out at 0.14 eV. As for the molar mass: 1233.557 g mol⁻¹.